1.
Here is one molecule with the formula C3H5N3OS at a distorted geometry from the Open Molecules 2025 dataset. Energies are from ωB97M-V with the def2-TZVPD basis set.

Summary:
Energy above the lowest of the compared OMol25 structures with the same formula, charge and spin, kcal/mol: 114.9
Kohn-Sham gap, eV: 9.87
F_max, eV Å⁻¹: 5.07
M, g mol⁻¹: 131.2
E_HOMO, eV: -9.33
SMILES: O=C1NN1/C=N/CS

Atoms and positions in Å:
C -0.79024 -0.45216 0.43542
C -3.06437 -1.52358 1.37892
C 1.15454 0.67295 -0.31738
N -2.04589 -0.69429 0.87771
N -3.16136 -0.23344 1.78767
N -0.15370 0.64138 0.17378
O -3.31169 -2.66535 1.37701
S 1.99153 -0.95544 -0.52283
H -0.28902 -1.50524 0.25720
H 1.61760 1.11574 0.44993
H 1.03532 1.12490 -1.36247
H -3.87370 0.29566 1.27533
H 2.89016 -0.58765 0.34380

2.
Here is one molecule with the formula C3H5N3OS at a distorted geometry from the Open Molecules 2025 dataset. Energies are from ωB97M-V with the def2-TZVPD basis set.

Summary:
Energy above the lowest of the compared OMol25 structures with the same formula, charge and spin, kcal/mol: 100.5
Kohn-Sham gap, eV: 9.05
F_max, eV Å⁻¹: 5.41
M, g mol⁻¹: 131.2
E_HOMO, eV: -8.74
SMILES: N/N=C1/SN=C[C@H]1O

Atoms and positions in Å:
C 0.56987 0.43202 -0.52760
C -1.76815 0.68864 -0.84778
C -0.78806 0.05675 0.07915
H 2.68909 -1.21327 0.88344
H 1.62476 -0.52699 1.64210
H -2.93224 0.65337 -0.78142
H -0.68804 0.54741 1.10858
H -0.14398 -1.48822 0.81880
N 1.58414 -1.08690 0.83434
N 1.60621 -0.16793 -0.30325
N -1.17004 1.66454 -1.55387
O -1.00765 -1.38341 0.34021
S 0.42408 1.82398 -1.69271

3.
Here is one molecule with the formula C3H5N3OS at a distorted geometry from the Open Molecules 2025 dataset. Energies are from ωB97M-V with the def2-TZVPD basis set.

Summary:
Energy above the lowest of the compared OMol25 structures with the same formula, charge and spin, kcal/mol: 87.0
Kohn-Sham gap, eV: 8.55
F_max, eV Å⁻¹: 2.66
M, g mol⁻¹: 131.2
E_HOMO, eV: -8.23
SMILES: Cn1nc/c(=N/S)o1

Atoms and positions in Å:
C -1.80102 -1.13227 0.18648
C -0.01628 1.75201 -0.01488
C 1.01036 0.71855 -0.08708
H -1.62420 -1.00516 1.26625
H -2.83084 -0.88694 -0.12226
H -1.53447 -2.13324 -0.21576
H 0.09897 2.76639 0.24222
H 2.73224 -1.35771 -0.32112
N -0.97663 -0.10065 -0.48960
N -1.19048 1.19276 -0.12780
N 2.25609 0.93751 -0.00936
O 0.41198 -0.46482 -0.25022
S 3.46426 -0.28643 -0.05687

4.
Here is one molecule with the formula C3H5N3OS at a distorted geometry from the Open Molecules 2025 dataset. Energies are from ωB97M-V with the def2-TZVPD basis set.

Summary:
Energy above the lowest of the compared OMol25 structures with the same formula, charge and spin, kcal/mol: 87.7
Kohn-Sham gap, eV: 10.04
F_max, eV Å⁻¹: 2.17
M, g mol⁻¹: 131.2
E_HOMO, eV: -9.45
SMILES: O=C1NN1/C=N/CS

Atoms and positions in Å:
C -0.17721 -0.14486 0.16332
C -2.78001 -0.33729 -0.02902
C 2.06016 0.52618 -0.09782
N -1.51503 0.04496 0.31673
N -2.51702 1.00748 -0.19543
N 0.67889 0.76464 -0.05827
O -3.54356 -1.22594 -0.05897
S 2.66019 -1.23348 -0.13806
H 0.08234 -1.19873 0.34059
H 2.53080 0.99748 0.76874
H 2.47198 0.97471 -1.00320
H -2.34933 1.34090 -1.14581
H 2.39779 -1.51605 1.13721

5.
Here is one molecule with the formula C3H5N3OS at a distorted geometry from the Open Molecules 2025 dataset. Energies are from ωB97M-V with the def2-TZVPD basis set.

Summary:
Energy above the lowest of the compared OMol25 structures with the same formula, charge and spin, kcal/mol: 104.7
Kohn-Sham gap, eV: 8.79
F_max, eV Å⁻¹: 8.67
M, g mol⁻¹: 131.2
E_HOMO, eV: -9.38
SMILES: C=N/N=C(\N)C(=O)S

Atoms and positions in Å:
C -0.07397 -0.69510 0.16015
C -0.26068 2.33385 -1.26008
C -0.11822 -1.48656 1.43829
H 0.60010 -0.88299 -1.90234
H 0.52898 -2.43219 -0.87475
H -0.73568 3.02416 -0.34127
H 0.19703 2.81469 -2.30429
H -0.05828 0.59375 2.59371
N 0.03053 -1.43655 -1.00488
N -0.09803 0.60954 0.28820
N 0.20254 1.00938 -1.09259
O -0.36546 -2.74607 1.31449
S 0.15116 -0.70591 2.98537

6.
Here is one molecule with the formula C3H5N3S at a distorted geometry from the Open Molecules 2025 dataset. Energies are from ωB97M-V with the def2-TZVPD basis set.

Summary:
Energy above the lowest of the compared OMol25 structures with the same formula, charge and spin, kcal/mol: 100.0
Kohn-Sham gap, eV: 8.15
F_max, eV Å⁻¹: 5.01
M, g mol⁻¹: 115.2
E_HOMO, eV: -8.86
SMILES: [H]/N=C(/C=S)NN=C

Atoms and positions in Å:
C 1.96922 -1.11852 0.65642
C -0.11174 1.09060 0.00014
C -1.13150 0.06442 0.53005
H 1.28283 -0.97738 1.51869
H 2.57266 -2.20733 0.48298
H 1.30602 1.44548 -1.23610
H -0.13443 3.12042 -0.00141
H -1.91574 0.59832 1.21692
N 1.91944 -0.38292 -0.38841
N 1.12260 0.78735 -0.49700
N -0.68483 2.18175 0.24127
S -1.49798 -1.26885 -0.28699

7.
Here is one molecule with the formula C3H5N3S at a distorted geometry from the Open Molecules 2025 dataset. Energies are from ωB97M-V with the def2-TZVPD basis set.

Summary:
Energy above the lowest of the compared OMol25 structures with the same formula, charge and spin, kcal/mol: 49.4
Kohn-Sham gap, eV: 8.77
F_max, eV Å⁻¹: 6.40
M, g mol⁻¹: 115.2
E_HOMO, eV: -8.10
SMILES: Cn1nc[nH]c1=S

Atoms and positions in Å:
C -0.50692 1.77383 0.10548
C 1.09076 0.23804 -0.12559
C -0.60531 -1.77303 0.03571
N -1.26948 0.72771 0.12803
N 0.81473 1.51746 -0.09254
N -0.49579 -0.31818 -0.14581
S 2.46935 -0.64355 -0.06319
H -0.98039 2.76076 0.33564
H -1.70627 -2.02046 -0.20348
H -0.01837 -2.30700 -0.66632
H -0.29355 -2.18508 1.08662
H 1.50124 2.22949 -0.39455

8.
Here is one molecule with the formula C3H5N3S at a distorted geometry from the Open Molecules 2025 dataset. Energies are from ωB97M-V with the def2-TZVPD basis set.

Summary:
Energy above the lowest of the compared OMol25 structures with the same formula, charge and spin, kcal/mol: 55.8
Kohn-Sham gap, eV: 9.95
F_max, eV Å⁻¹: 3.60
M, g mol⁻¹: 115.2
E_HOMO, eV: -9.43
SMILES: CSn1cnnc1

Atoms and positions in Å:
C 2.12238 0.09906 0.61248
C -1.31272 1.01116 -0.50854
C -1.34400 -1.11045 -0.19183
H 3.09690 -0.42230 0.20298
H 1.65183 -0.40247 1.53088
H 2.25055 1.29105 0.79581
H -1.19708 2.07669 -0.72967
H -1.00482 -2.12181 -0.43381
N -0.45595 -0.09407 -0.44798
N -2.46321 0.62235 -0.02546
N -2.52960 -0.73383 0.04353
S 1.18572 -0.21538 -0.84838

9.
Here is one molecule with the formula C3H5N3S2 at a distorted geometry from the Open Molecules 2025 dataset. Energies are from ωB97M-V with the def2-TZVPD basis set.

Summary:
Expectation value of S²: 2.010
Multiplicity: 3
Kohn-Sham gap (alpha / beta), eV: 7.17 / 6.61
F_max, eV Å⁻¹: 5.46
M, g mol⁻¹: 147.2
E_HOMO (alpha / beta), eV: -6.68 / -8.33

Atoms and positions in Å:
C -0.00362 1.12680 -0.85997
C -0.36006 -0.24764 -1.14663
C -0.80588 -0.95123 0.14276
N -0.47417 2.18796 -0.41734
N 0.13486 -0.59053 1.24820
N 1.02440 0.25727 1.03192
S 2.23913 0.66137 1.96450
S 1.23509 2.27550 -1.32724
H -0.98179 -0.29392 -1.92115
H 0.52590 -0.68866 -1.39321
H -1.84625 -0.66656 0.40451
H -0.68287 -1.98810 0.16598
H -0.00474 -1.08225 2.10767

10.
Here is a 2-piece molecular cluster, C3H5N4OS overall at a distorted geometry from the Open Molecules 2025 dataset. Energies are from ωB97M-V with the def2-TZVPD basis set.

Summary:
Total charge: -1
Energy above the lowest of the compared OMol25 structures with the same formula, charge and spin, kcal/mol: 52.4
Kohn-Sham gap (alpha / beta), eV: 7.24 / 6.92
F_max, eV Å⁻¹: 3.41
M, g mol⁻¹: 145.2
E_HOMO (alpha / beta), eV: -3.98 / -3.65

Atoms and positions in Å:
C -0.36300 -0.65473 -0.69600
C 1.28126 1.74597 0.90753
C -0.25307 -0.12469 0.62775
N -1.20493 -1.32514 -2.50143
N -1.42177 -0.48905 -1.50559
N 0.48379 -1.57554 -1.19257
N -0.08484 -1.96073 -2.31842
O 0.40122 -0.92545 1.53923
S -1.74562 0.59926 1.25858
H 1.20968 1.87011 1.96850
H 2.19652 1.34267 0.51589
H 0.81314 2.50123 0.30019
H 1.03570 -1.44784 1.02943
H -2.34807 0.44394 0.06691

Q: Among the records above, which one has the lowest F_max?
A: number 4

Please write out number 1 again, unchanged.
Here is one molecule with the formula C3H5N3OS at a distorted geometry from the Open Molecules 2025 dataset. Energies are from ωB97M-V with the def2-TZVPD basis set.

Summary:
Energy above the lowest of the compared OMol25 structures with the same formula, charge and spin, kcal/mol: 114.9
Kohn-Sham gap, eV: 9.87
F_max, eV Å⁻¹: 5.07
M, g mol⁻¹: 131.2
E_HOMO, eV: -9.33
SMILES: O=C1NN1/C=N/CS

Atoms and positions in Å:
C -0.79024 -0.45216 0.43542
C -3.06437 -1.52358 1.37892
C 1.15454 0.67295 -0.31738
N -2.04589 -0.69429 0.87771
N -3.16136 -0.23344 1.78767
N -0.15370 0.64138 0.17378
O -3.31169 -2.66535 1.37701
S 1.99153 -0.95544 -0.52283
H -0.28902 -1.50524 0.25720
H 1.61760 1.11574 0.44993
H 1.03532 1.12490 -1.36247
H -3.87370 0.29566 1.27533
H 2.89016 -0.58765 0.34380

Q: Look up the M of the second one.
A: 131.2 g mol⁻¹

Q: M of number 9 (C3H5N3S2)?
A: 147.2 g mol⁻¹